The following is a quantum chemistry calculation of 2 unconnected molecules or ions with the total composition H4O2 in a non-equilibrium geometry, from OMol25.

Last column: Mulliken charge in e.
Geometry (Å):
O: -1.250 0.049 -0.114  -0.718
H: -1.024 0.588 0.666  0.356
H: -1.633 -0.729 0.384  0.348
O: 1.352 -0.098 0.057  -0.673
H: 1.348 0.820 -0.177  0.292
H: 0.490 -0.293 -0.418  0.395

Summary:
- energy above the lowest of the compared OMol25 structures with the same formula, charge and spin (kJ/mol) = 31.40
- HOMO-LUMO gap (hartree) = 0.4271
- lowest unoccupied orbital energy (Eh) = 0.0260
- SMILES = O.O
- highest occupied orbital energy (eV) = -10.914